Entry 1:
Entry from the OMol25 dataset: a cluster of 2 separate species, C9H14 in total in a non-equilibrium geometry (ωB97M-V/def2-TZVPD).

The calculation puts the HOMO-LUMO gap at 0.370 hartree. The molar mass comes out at 122.2 Da. Its maximum force is 2.1 eV/Å. The SMILES is Cc1ccccc1.CC. Its relative energy (zero: lowest compared OMol25 entry of this formula, charge and spin) is 0.512 eV. As for the electronic energy: -351.31137 Ha. For the lowest unoccupied orbital energy, the calculation gives 1.02 eV. The calculation puts the HOMO energy at -9.03 eV.

Geometry as ORCA input:
```
! RIJCOSX wB97M-V def2-TZVPD def2/J DEFGRID3
* xyz 0 1
H 0.89 1.23 -1.30
H 0.21 -2.60 -0.70
H -1.47 -2.18 -0.96
C 0.25 1.31 2.49
C -0.19 3.64 -0.52
C -0.03 2.42 1.72
H -1.16 4.09 -0.32
H -1.50 -4.62 -2.21
H 1.85 -0.47 0.07
H 0.54 4.45 -0.35
H 0.07 1.28 3.55
C 0.19 2.46 0.32
C 0.96 0.22 1.91
H -1.43 -4.67 -0.50
H -0.59 3.22 2.19
H 1.37 -0.55 2.55
H -0.39 -2.57 -2.40
H 0.05 -4.78 -1.57
C -0.64 -2.74 -1.35
C 0.80 1.35 -0.23
H -0.13 3.50 -1.60
C 1.24 0.28 0.57
C -0.90 -4.27 -1.37
*
```

=====

Entry 2:
Entry from the OMol25 dataset: the molecule C5H6N4 in a non-equilibrium geometry (ωB97M-V/def2-TZVPD).

The calculation puts the HOMO-LUMO gap at 0.294 hartree. The molar mass comes out at 122.1 Da. Its maximum force is 3.7 eV/Å. Its relative energy (zero: lowest compared OMol25 entry of this formula, charge and spin) is 4.068 eV. As for the electronic energy: -412.97415 Ha. For the lowest unoccupied orbital energy, the calculation gives 0.80 eV. The calculation puts the HOMO energy at -7.19 eV.

Geometry as ORCA input:
```
! RIJCOSX wB97M-V def2-TZVPD def2/J DEFGRID3
* xyz 0 1
C 1.30 -0.71 0.59
H 2.34 1.80 -0.96
H -3.20 -0.55 -1.29
C -1.05 1.01 0.68
C -2.52 -0.79 -0.52
N 2.56 -1.15 0.34
H -1.43 1.60 1.44
N 1.11 0.58 0.09
N 0.21 1.48 0.24
H 0.54 -1.18 1.05
C -1.81 0.14 0.09
C 3.08 -0.17 -0.34
N 2.24 0.86 -0.51
H 3.98 -0.14 -0.88
H -2.31 -1.84 -0.32
*
```

=====

Entry 3:
Entry from the OMol25 dataset: a structure of composition C38H66Br2FN3O7PS in a non-equilibrium geometry (ωB97M-V/def2-TZVPD).

The calculation puts the HOMO-LUMO gap at 0.235 hartree. The molar mass comes out at 918.8 Da. Its maximum force is 2.7 eV/Å. As for the electronic energy: -8165.61629 Ha. For the lowest unoccupied orbital energy, the calculation gives -3.29 eV. The calculation puts the HOMO energy at -9.70 eV.

Geometry as ORCA input:
```
! RIJCOSX wB97M-V def2-TZVPD def2/J DEFGRID3
* xyz 1 1
H -0.07 -3.19 -1.61
H 0.06 -0.59 -1.79
C 3.38 2.48 -2.87
H -1.72 0.60 1.93
C 1.74 -0.49 0.50
C -3.08 -0.80 3.61
H 2.70 6.60 -0.18
H -3.91 3.53 -0.76
C 0.52 -2.70 4.68
O -0.63 2.78 2.42
C 0.26 -4.20 -1.34
C -0.60 -2.97 6.82
H 1.75 1.54 0.64
H -3.58 -1.41 4.35
H 1.49 -7.18 -1.44
Br -5.43 -1.76 2.33
C -3.16 -0.62 1.05
H -2.47 5.82 -2.71
H -4.35 0.48 2.46
H -0.49 0.86 -2.51
H 2.41 -3.86 7.59
H 0.50 0.72 1.64
H 0.32 -8.45 -1.74
C 4.58 3.28 -2.39
O -1.15 0.06 0.01
H 2.62 3.16 -3.28
C -0.12 1.00 -0.42
C -1.79 -5.74 -4.10
C 0.92 -3.38 3.39
O 2.91 -0.54 0.72
H 0.30 -5.30 -3.91
C 1.21 7.68 -1.23
P -0.36 3.58 1.06
H -2.75 2.33 -5.22
C -3.93 -0.52 2.36
H -3.82 -0.67 0.19
H 2.16 -0.25 -2.55
H 0.76 -1.26 7.08
H -0.97 5.95 -6.68
H 1.97 -4.38 -2.69
C 1.76 -4.31 -1.62
H 1.17 -5.30 5.20
H 1.71 3.60 1.66
H 1.34 -2.05 5.03
H 5.06 3.72 -3.27
H 1.23 8.53 -1.90
H -2.23 1.60 -1.49
O 4.13 5.68 -2.18
H -2.11 -1.23 3.35
H 3.10 -5.07 6.53
H -2.75 -5.46 -3.66
C -2.95 3.49 -1.28
C 1.67 0.71 -2.42
Br 0.04 3.52 -1.90
H -0.48 -1.42 8.32
H 5.27 2.61 -1.87
C -2.46 3.36 -5.07
H -1.68 3.63 -7.05
C -1.70 6.01 -4.67
C -1.86 4.08 -6.08
H 0.15 2.71 2.99
H 0.12 -4.03 3.02
C 0.20 -1.98 7.69
H 3.47 1.09 -1.28
H 1.51 1.06 -3.44
S -1.39 5.20 1.06
H -1.83 -5.50 -5.17
H -1.39 7.03 -4.49
C -2.13 0.51 0.93
H -1.02 -3.74 7.46
C 2.84 6.15 -2.32
H 0.58 -5.30 6.83
O 2.22 5.98 -3.34
C -0.71 2.48 -0.43
H -2.85 0.16 4.08
H 2.28 -3.42 -1.24
H -0.33 -2.03 4.46
H -0.62 -6.48 -0.41
H -2.59 -1.55 1.07
C 0.97 0.80 0.66
H 3.09 4.26 -1.13
C -3.31 3.21 -2.75
C -0.59 -6.50 -1.51
C 2.25 6.82 -1.15
H -1.53 -6.99 -1.79
H 4.74 4.48 -0.59
H 1.83 -3.98 3.50
H -1.46 -2.43 6.40
C -2.31 5.31 -3.65
N 0.08 -3.62 5.71
C 4.11 4.42 -1.48
H 0.90 -2.49 8.34
H 0.33 7.51 -0.61
H 2.26 2.39 -1.08
H 0.74 -7.33 -3.03
H -2.97 2.56 1.21
C 1.04 -4.65 6.07
H -2.48 4.46 -1.17
H -0.77 -3.92 -3.67
N -2.18 2.31 -0.75
C 0.26 0.48 -1.80
C 2.43 -4.22 6.56
C -1.46 5.39 -5.89
F 1.13 -1.61 0.09
O -4.07 2.29 -2.96
H 0.10 -4.27 -0.26
H -1.67 -6.82 -4.02
C -2.86 1.78 0.46
H 1.12 -2.62 2.63
H 3.66 1.80 -3.68
H 2.21 -5.17 -1.12
C -0.65 -4.99 -3.44
O 1.20 3.94 0.91
C -2.69 3.98 -3.84
N -0.63 -5.14 -2.00
H -3.86 1.50 0.14
C 2.68 1.67 -1.77
C 0.56 -7.41 -1.96
H 2.86 -3.44 5.93
*
```

=====

Entry 4:
Entry from the OMol25 dataset: a cluster of 2 separate species, C4H7FN3O5P in total in a non-equilibrium geometry (ωB97M-V/def2-TZVPD).

The calculation puts the HOMO-LUMO gap at 0.314 hartree. The molar mass comes out at 227.1 Da. Its maximum force is 4.1 eV/Å. Its relative energy (zero: lowest compared OMol25 entry of this formula, charge and spin) is 1.999 eV. As for the electronic energy: -1138.37646 Ha. For the lowest unoccupied orbital energy, the calculation gives 6.44 eV. The calculation puts the HOMO energy at -2.11 eV.

Geometry as ORCA input:
```
! RIJCOSX wB97M-V def2-TZVPD def2/J DEFGRID3
* xyz -2 1
P 1.78 -1.04 -0.24
O 2.87 1.04 -0.85
O 2.96 -1.68 0.43
N -1.46 -1.27 -1.14
H -1.69 1.52 0.64
O 1.91 2.82 0.14
H -1.26 -0.10 1.87
H -0.43 2.28 -0.56
O 1.50 -1.14 -1.70
C 1.03 0.54 0.34
N -0.20 0.44 -0.12
N -1.70 -0.80 1.24
H -1.63 -2.29 -1.16
O 0.22 -1.82 0.36
H -1.51 -1.71 1.56
F 0.13 0.97 2.53
H -0.81 -1.08 -1.86
C -0.76 -0.90 0.10
H -1.77 1.04 -1.12
C -1.18 1.55 -0.30
C 2.00 1.64 -0.17
*
```

=====

Entry 5:
Entry from the OMol25 dataset: the molecule C21H27NO9 (ωB97M-V/def2-TZVPD).

The calculation puts the HOMO-LUMO gap at 0.369 hartree. The molar mass comes out at 437.4 Da. Its maximum force is 0.8 eV/Å. The SMILES is CC(=O)N[C@H]1[C@@H](OCc2ccccc2)O[C@H](COC(C)=O)[C@@H](OC(C)=O)[C@@H]1OC(C)=O. Its relative energy (zero: lowest compared OMol25 entry of this formula, charge and spin) is 0.683 eV. As for the electronic energy: -1548.41626 Ha. For the lowest unoccupied orbital energy, the calculation gives 0.67 eV. The calculation puts the HOMO energy at -9.39 eV.

Geometry as ORCA input:
```
! RIJCOSX wB97M-V def2-TZVPD def2/J DEFGRID3
* xyz 0 1
H 3.08 2.49 4.53
H -0.88 2.64 -3.35
H -0.15 -0.67 -5.03
N 0.97 1.75 2.10
C -3.53 0.64 -3.99
H 3.48 2.69 2.81
O 0.40 -0.27 -1.91
H 1.53 -0.81 -4.52
H 5.16 -1.06 1.78
H 3.90 -1.13 3.03
C 2.67 2.65 3.54
H 0.16 -2.93 4.13
O -0.78 -2.13 1.90
O -0.33 -2.16 -2.85
H -2.45 3.15 -0.04
C -1.05 1.23 0.80
H -1.24 3.77 -1.19
C -1.26 -0.96 -0.23
H 1.75 -3.43 3.51
H -4.01 1.40 -0.73
C 0.93 -2.74 3.39
H -5.02 0.10 -2.55
H -1.81 -1.15 -1.16
H -1.24 -3.08 0.13
C -3.55 1.39 -1.71
H 2.12 3.59 3.51
C 1.77 1.50 3.17
O -1.86 0.20 0.33
C 0.56 -0.41 -4.24
O 0.77 -3.56 1.13
C -1.79 2.08 -3.18
C 0.23 0.70 1.45
H -0.04 -0.04 2.22
C 0.23 -0.83 -0.60
C 1.07 0.02 0.36
C 0.14 -1.06 -2.95
O 2.05 -0.81 0.96
H -3.98 0.07 -4.79
C 3.26 -0.28 1.22
C -1.72 2.87 -0.80
H 0.63 0.66 -4.11
H 1.28 -1.71 3.53
H 1.57 0.81 -0.23
H 1.15 2.56 1.53
C 0.34 -2.88 2.01
C -2.37 1.36 -4.21
H -1.92 1.37 -5.19
C -4.12 0.66 -2.73
O 3.58 0.84 0.92
H -1.68 1.75 1.55
C -1.50 -2.17 0.68
H 3.84 -2.27 1.68
C -2.38 2.10 -1.92
O -0.65 2.14 -0.19
C 4.11 -1.26 1.97
O 1.75 0.44 3.77
H -2.56 -2.18 0.96
H 0.65 -1.85 -0.62
*
```